This record from OMol25 describes C12H18CrF11GeNO5S3 as an isolated structure. The level of theory is wB97M-V/def2-TZVPD.

Geometry as XYZ:
```
52
Properties=species:S:1:pos:R:3:forces:R:3
Cr 0.972 0.980 -0.938 -0.2167 0.2249 0.3619
F 0.988 1.342 4.132 -0.1909 -0.1092 -0.2162
C 2.085 0.940 3.469 0.0384 0.0716 0.1110
F 2.808 2.048 3.242 -0.1341 -0.2541 -0.2665
F 2.792 0.187 4.331 -0.0573 -0.1709 -0.2957
S 1.584 -0.025 1.885 1.5293 1.3768 3.9543
O 1.164 1.135 1.136 -0.4799 0.3476 -0.4412
O 0.729 -0.934 2.615 -0.2360 -0.3454 -0.0496
N 3.036 -0.553 1.559 0.1494 -0.3075 -0.3331
S 3.726 -0.161 0.211 1.6924 0.7252 0.7162
O 4.989 -0.813 0.099 -0.0092 -0.1962 0.1745
O 2.892 -0.145 -0.950 -0.6756 0.1803 -0.7525
C 4.201 1.674 0.301 0.1939 0.2960 -0.1368
F 4.661 2.101 1.476 -0.1301 -0.4273 -0.0343
F 3.165 2.456 -0.050 0.0756 -0.1144 0.0508
F 5.171 1.894 -0.591 -0.0174 -0.2367 -0.1656
O 0.865 -1.120 0.190 -0.4058 -0.0211 -0.7064
S 0.535 -2.507 0.722 -1.2286 -0.4630 -1.3176
C -1.252 -2.435 1.177 0.2801 -0.2411 0.1219
C -2.068 -3.173 0.126 0.0606 -0.1194 -0.1258
C -1.137 -4.180 -0.543 -0.0402 0.0370 0.0683
C 0.144 -3.420 -0.834 0.1940 -0.0678 0.4492
H -1.506 -1.384 1.259 0.1287 0.0834 0.0746
H -1.309 -2.895 2.160 -0.0797 0.0139 0.1076
H -2.422 -2.472 -0.629 -0.0553 0.0439 0.0449
H -2.937 -3.658 0.572 -0.0016 0.0496 -0.0061
H -1.578 -4.572 -1.460 0.0933 -0.1216 0.0353
H -0.924 -5.008 0.138 -0.0764 -0.1203 -0.0639
H 0.012 -2.669 -1.610 0.0786 0.1914 -0.0089
H 0.986 -4.062 -1.080 0.0679 0.0550 -0.0332
C -1.759 1.297 2.038 0.1474 0.1165 -0.5594
Ge -1.958 1.800 0.112 -1.2835 0.0732 0.1728
C -3.373 3.249 0.237 0.6143 -0.4070 -0.1422
C -2.909 0.270 -0.788 0.3256 0.3792 0.2705
C -0.437 2.182 -1.015 -0.4463 0.0280 0.5510
H -2.719 0.993 2.452 -0.1735 -0.0128 -0.1107
H -1.406 2.152 2.604 0.0893 0.1891 0.0786
H -1.043 0.501 2.193 -0.0454 -0.1075 0.0798
H -4.273 2.865 0.709 -0.1051 -0.1641 0.0938
H -3.639 3.619 -0.748 -0.0192 0.0480 -0.2137
H -3.017 4.089 0.827 0.1100 0.1229 0.0975
H -3.579 -0.290 -0.139 -0.0672 -0.0599 0.1827
H -2.146 -0.388 -1.197 0.0782 -0.1550 -0.0720
H -3.485 0.649 -1.627 -0.0684 0.1068 -0.1621
H -0.594 3.057 -1.646 0.0736 0.0360 -0.0879
F 1.195 -0.781 -3.024 -0.0252 -0.5122 -0.4210
C 1.089 0.612 -2.875 0.2585 -0.3603 -0.4927
F 2.325 1.087 -3.329 0.2513 0.1737 -0.5395
C 0.105 1.013 -3.956 -0.5853 0.1579 -0.1743
F 0.389 0.577 -5.204 0.2908 -0.1757 0.0421
F -1.123 0.535 -3.679 -0.1188 -0.1883 0.0647
F -0.013 2.343 -4.057 0.1513 0.3311 0.0250
```
Forces are in eV/Å.

Properties
⟨S²⟩: 1.21
Multiplicity: 2
Highest occupied orbital energy (alpha / beta), eV: -4.7 / -3.7
Orbital gap (alpha / beta), eV: 6.88 / 5.87
Calculated total energy, eV: -171795.964
Charge: -1
Energy relative to the best compared isomer or geometry (same formula, charge and spin), kJ/mol: 142.4

Atom charges from the Mulliken analysis, given in e for atoms 1 to 2:
1 Cr -0.292
2 F -0.227

---

This record from OMol25 describes a 2-piece molecular cluster, C12H18FNO3 overall. The level of theory is wB97M-V/def2-TZVPD.

Geometry as XYZ:
```
35
Properties=species:S:1:pos:R:3:forces:R:3
C -0.869 2.545 0.004 -0.1282 0.1932 0.1007
O -0.884 1.743 1.160 -0.1670 -0.2473 -0.1448
C 0.304 0.987 1.348 0.1933 0.2796 0.1836
C 1.510 1.875 1.660 -0.0364 -0.0664 0.3715
N 1.346 2.634 2.907 0.1487 -0.0345 -0.1845
C 0.019 -0.029 2.454 -0.2183 -0.1810 -0.1033
C 0.466 -1.461 2.167 0.1368 0.2239 -0.1558
C 1.790 -1.636 1.464 0.0151 -0.3354 0.0064
F 0.545 -2.117 3.401 -0.1024 -0.1378 0.1463
H -0.336 3.485 0.170 0.0987 -0.0124 -0.0560
H -0.426 2.019 -0.848 0.1000 -0.0248 -0.0513
H -1.901 2.790 -0.243 -0.0263 -0.0299 0.0463
H 0.547 0.475 0.411 -0.1040 -0.0604 -0.0818
H 2.388 1.218 1.680 0.0727 0.0412 -0.1421
H 1.650 2.596 0.857 0.0348 -0.0543 -0.1148
H 1.602 2.068 3.705 -0.0988 -0.0740 0.0605
H 2.003 3.403 2.908 -0.0431 0.1088 0.0114
H 0.452 0.259 3.411 0.1312 0.1181 -0.0019
H -1.061 -0.033 2.603 0.0100 0.0063 0.0908
H -0.304 -1.985 1.596 -0.0738 -0.0172 -0.0360
H 1.750 -1.203 0.467 0.1353 0.0677 0.0293
H 2.622 -1.227 2.037 -0.0411 0.1749 0.0159
H 1.976 -2.704 1.341 0.0166 0.0158 0.0170
O -3.535 -1.725 -4.350 -0.0165 -0.0027 -0.0170
C -2.497 -1.534 -3.758 -0.0109 0.0006 0.0085
C -1.183 -1.788 -4.403 0.0419 0.0041 0.0111
C -0.042 -1.579 -3.752 -0.0189 -0.0073 -0.0364
C -0.036 -1.083 -2.355 -0.0129 0.0080 0.0670
O 1.005 -0.890 -1.761 -0.0311 0.0196 -0.0674
C -1.348 -0.830 -1.706 -0.0079 0.0038 0.0018
C -2.489 -1.038 -2.357 0.0233 0.0082 0.0212
H -1.214 -2.149 -5.423 -0.0298 -0.0017 -0.0014
H 0.927 -1.757 -4.201 0.0133 0.0077 0.0234
H -1.320 -0.467 -0.685 0.0077 0.0136 0.0013
H -3.457 -0.860 -1.907 -0.0120 -0.0082 -0.0198
```
Forces are in eV/Å.

Properties
SMILES: CO[C@@H](CN)C[C@@H](C)F.O=C1C=CC(=O)C=C1
Highest occupied orbital energy, eV: -9.4
Orbital gap, eV: 7.66
Calculated total energy, eV: -23084.368
Charge: 0
Energy relative to the best compared isomer or geometry (same formula, charge and spin), kJ/mol: 0.0

Atom charges from the Mulliken analysis, given in e for atoms 1 to 2:
1 C -0.782
2 O -0.492

---

This record from OMol25 describes a 4-piece molecular cluster, C12H18FO9 overall. The level of theory is wB97M-V/def2-TZVPD.

Geometry as XYZ:
```
40
Properties=species:S:1:pos:R:3:forces:R:3
F 0.156 2.128 0.686 0.0224 -0.4970 -0.3446
C -2.705 -1.321 2.042 -2.8918 -0.8526 -0.5566
C -1.229 -1.636 2.145 1.1299 -2.6531 -0.6378
C -0.255 -0.532 2.653 -4.2720 1.1682 -2.5453
O 0.398 -1.107 3.765 1.1915 4.6712 -2.1547
C -0.229 -2.139 4.121 1.1578 -4.5682 4.3693
O 0.087 -2.670 5.183 -1.2362 0.1209 -1.1821
O -1.025 -2.661 3.227 -1.7102 0.5811 -1.4243
H -3.063 -0.459 1.321 1.1226 -2.0849 0.8911
H -3.014 -0.939 2.989 -0.0428 0.5346 1.0348
H -3.472 -2.317 2.029 2.4598 2.5599 -0.7136
H -0.847 -2.151 1.221 -0.3993 0.4982 0.7710
H -1.206 0.206 2.846 3.5628 -0.2993 0.4736
H 0.345 -0.258 1.747 -0.0311 0.6082 1.6439
C -1.677 -0.937 -1.560 -3.5084 0.7542 -2.0941
C -1.864 0.587 -1.540 -1.2609 2.2086 3.4967
C -1.033 1.432 -2.497 1.4584 -4.5479 -0.8699
O -1.924 1.783 -3.482 -0.7012 1.7239 -2.2114
C -3.223 1.483 -3.207 1.4949 -0.2153 -1.1450
O -4.130 1.728 -3.961 0.4976 -0.1800 1.2317
O -3.187 0.800 -2.087 -2.1790 -0.7825 0.7436
H -2.516 -1.460 -1.033 -0.0382 0.7726 -0.8367
H -0.938 -1.385 -1.050 3.6173 -0.7217 1.5311
H -1.656 -1.269 -2.658 -0.0397 0.3745 1.5509
H -2.003 1.267 -0.415 1.2697 -2.7439 -3.0116
H -0.201 0.764 -2.959 -1.2825 0.9420 0.5020
H -0.527 2.197 -2.055 0.8805 2.5029 1.3460
C 3.386 -0.261 0.682 1.6587 -1.5182 2.0879
C 2.619 0.437 -0.505 4.7626 3.3010 3.2074
C 2.942 1.967 -0.692 -1.2831 1.2650 2.6475
O 3.737 2.038 -1.915 -0.9086 -1.2309 2.1503
C 3.550 0.810 -2.423 3.5323 2.2766 -6.3742
O 4.005 0.553 -3.536 -0.6063 -0.1158 1.6945
O 2.812 0.028 -1.769 -1.3723 -4.2451 -0.1626
H 3.573 0.212 1.732 -0.6403 0.4601 -2.2956
H 4.311 -0.854 0.591 0.3718 0.8590 -1.0733
H 2.823 -1.118 1.053 -0.9371 -0.0534 -0.3226
H 1.752 0.201 -0.107 -5.2005 0.0630 0.4092
H 3.508 2.380 0.270 -1.2171 -0.5980 -2.4511
H 1.929 2.475 -0.868 1.5676 -0.3379 0.6244
```
Forces are in eV/Å.

Properties
Highest occupied orbital energy, eV: -5.8
Orbital gap, eV: 8.37
Calculated total energy, eV: -33878.345
Charge: -1
Energy relative to the best compared isomer or geometry (same formula, charge and spin), kJ/mol: 270.5

Atom charges from the Mulliken analysis, given in e for atoms 1 to 2:
1 F -0.859
2 C -1.459